(1)
ORCA calculation (ωB97M-V/def2-TZVPD) on a structure of composition C54H48As2IN5Ti.

Geometry (Å):
Ti (-1.9166, -0.4233, 1.8526)
C (2.1032, 1.3911, 2.2408)
C (1.6111, 3.4106, 1.6869)
C (0.1296, 3.4546, 1.4779)
C (-0.7221, 2.4318, 1.6085)
N (-0.3538, 1.0994, 1.9558)
C (0.8129, 0.6549, 2.2322)
C (-2.1937, 2.5264, 1.3939)
C (-2.8263, 3.6694, 1.0053)
C (-4.2307, 3.6705, 0.8081)
C (-4.9202, 2.5089, 0.9884)
C (-4.2427, 1.3319, 1.3572)
N (-2.8707, 1.3347, 1.5809)
C (-4.8212, 0.0480, 1.4670)
C (-6.1973, -0.2634, 1.3608)
C (-6.6108, -1.5548, 1.4782)
C (-5.6532, -2.5686, 1.7127)
C (-4.3398, -2.2235, 1.8191)
N (-3.9013, -0.9402, 1.6996)
H (2.9165, 0.7268, 2.5339)
H (2.0539, 4.3912, 1.5261)
H (-0.2809, 4.4196, 1.2102)
H (0.8497, -0.4002, 2.5017)
H (-2.2664, 4.5810, 0.8527)
H (-4.7367, 4.5782, 0.5108)
H (-5.9888, 2.4698, 0.8288)
H (-6.9117, 0.5310, 1.1958)
H (-7.6612, -1.8022, 1.4043)
H (-5.9462, -3.6021, 1.8209)
H (-3.5776, -2.9689, 2.0134)
C (-2.3059, 0.3574, -1.2967)
N (-1.7822, -0.6616, -0.3878)
C (-1.6884, -1.8982, -0.7211)
C (-1.3302, -2.8522, 0.2886)
C (-1.2209, -4.2322, 0.2576)
C (-0.9363, -4.6288, 1.5770)
C (-0.8966, -3.4682, 2.3380)
N (-1.1245, -2.3770, 1.5677)
C (-2.2445, 0.0792, -2.7717)
C (-3.2077, -0.7129, -3.3901)
C (-3.1668, -0.9423, -4.7568)
C (-2.1682, -0.3638, -5.5285)
C (-1.2112, 0.4397, -4.9246)
C (-1.2494, 0.6540, -3.5547)
H (-1.7498, 1.2750, -1.0849)
H (-3.3450, 0.5476, -1.0028)
H (-1.9162, -2.2626, -1.7224)
H (-1.3277, -4.8605, -0.6117)
H (-0.7818, -5.6330, 1.9369)
H (-0.7345, -3.3690, 3.4017)
H (-4.0017, -1.1480, -2.7930)
H (-3.9218, -1.5624, -5.2219)
H (-2.1410, -0.5314, -6.5969)
H (-0.4388, 0.9068, -5.5215)
H (-0.5070, 1.2948, -3.0846)
C (2.9458, 0.7496, -1.6601)
C (3.5217, -0.4295, -0.8724)
As (2.1367, -1.5597, -0.0223)
C (1.5980, -2.6185, -1.5602)
C (0.8887, -1.9754, -2.5716)
C (0.3731, -2.6925, -3.6408)
C (0.5615, -4.0656, -3.7048)
C (1.2677, -4.7118, -2.7010)
C (1.7848, -3.9935, -1.6324)
C (3.2907, -2.8291, 0.8929)
C (4.5491, -3.2070, 0.4318)
C (5.3097, -4.1221, 1.1428)
C (4.8175, -4.6728, 2.3193)
C (3.5608, -4.3124, 2.7789)
C (2.8017, -3.3923, 2.0674)
As (1.4446, 1.6407, -0.7383)
C (2.3472, 2.2440, 0.9442)
C (3.8062, 2.5487, 0.7650)
C (4.6652, 3.0047, 1.6801)
C (4.3930, 3.3142, 3.0836)
C (3.2135, 3.1882, 3.6909)
C (1.9553, 2.7200, 3.0399)
C (1.4392, 3.3787, -1.6312)
C (0.1921, 3.9853, -1.7704)
C (0.0693, 5.2299, -2.3729)
C (1.1978, 5.8827, -2.8455)
C (2.4443, 5.2886, -2.7129)
C (2.5639, 4.0440, -2.1108)
H (2.5178, 0.4060, -2.6060)
H (3.7367, 1.4578, -1.9219)
H (4.1413, -0.0726, -0.0445)
H (4.1526, -1.0432, -1.5198)
H (0.7014, -0.9096, -2.5131)
H (-0.1872, -2.1756, -4.4099)
H (0.1544, -4.6319, -4.5325)
H (1.4123, -5.7839, -2.7444)
H (2.3232, -4.5130, -0.8494)
H (4.9383, -2.7971, -0.4930)
H (6.2869, -4.4103, 0.7769)
H (5.4125, -5.3878, 2.8718)
H (3.1665, -4.7496, 3.6871)
H (1.8070, -3.1331, 2.4134)
H (4.2154, 2.3733, -0.2226)
H (5.6877, 3.1605, 1.3555)
H (5.2328, 3.6719, 3.6659)
H (3.1407, 3.4464, 4.7403)
H (1.1348, 2.7225, 3.7575)
H (-0.6959, 3.4795, -1.4022)
H (-0.9068, 5.6846, -2.4762)
H (1.1073, 6.8521, -3.3174)
H (3.3273, 5.7944, -3.0814)
H (3.5474, 3.6006, -2.0225)
I (-3.4305, -0.9966, 5.1852)
C (-1.6596, -0.5118, 4.0435)
H (-0.9023, -1.1929, 4.4415)
H (-1.4098, 0.4892, 4.4088)

Calculated values
LUMO (alpha / beta)   -0.473 / -0.501 eV
Frontier orbital gap (alpha / beta)   0.1757 / 0.1721 hartree
HOMO level (alpha / beta)   -0.193 / -0.190 Eh

Löwdin atomic charge list, values in e, 5 entries: 0.8991, -0.1781, -0.1875, -0.0009, -0.2011



(2)
ORCA calculation (ωB97M-V/def2-TZVPD) on a structure of composition C54H50AsBrCl5N3O2SSr in a non-equilibrium geometry.

Geometry (Å):
Sr (-1.0379, 0.3156, 0.7546)
C (3.0922, -3.4942, 7.0911)
C (2.5374, -2.1392, 6.6285)
C (2.8106, -1.0827, 7.7094)
C (1.0239, -2.2761, 6.4674)
C (3.2157, -1.7098, 5.3271)
C (4.6164, -1.6292, 5.2607)
C (5.2701, -1.2064, 4.1183)
C (4.5180, -0.8487, 3.0062)
S (5.0056, -0.2394, 1.4638)
C (3.2751, -0.1426, 0.9703)
N (2.4679, -0.5422, 1.8925)
C (3.1189, -0.9299, 3.0410)
C (2.4793, -1.3579, 4.2074)
C (2.9131, 0.4083, -0.3452)
C (3.9461, 0.5546, -1.2933)
C (3.6938, 1.1192, -2.5257)
C (2.4019, 1.5619, -2.7947)
C (1.3978, 1.3975, -1.8540)
C (1.5672, 0.7881, -0.5932)
H (2.6197, -3.7944, 8.0306)
H (4.1704, -3.4589, 7.2532)
H (2.8901, -4.2641, 6.3438)
H (2.3847, -1.3955, 8.6674)
H (2.3608, -0.1293, 7.4270)
H (3.8818, -0.9239, 7.8461)
H (0.5864, -2.6061, 7.4135)
H (0.7695, -3.0130, 5.7034)
H (0.5558, -1.3279, 6.1955)
H (5.2110, -1.8909, 6.1287)
H (6.3516, -1.1441, 4.0973)
H (1.3978, -1.3858, 4.2053)
H (4.9546, 0.2098, -1.0838)
H (4.4847, 1.2125, -3.2623)
H (2.1779, 2.0256, -3.7519)
H (0.4092, 1.7682, -2.1061)
O (-3.8050, -4.6739, -1.1273)
C (-2.9440, -3.6950, -0.7135)
C (-3.3507, -2.4377, -0.3921)
C (-2.3348, -1.5343, 0.1216)
N (-1.0013, -1.6531, -0.4259)
C (-0.7314, -2.9042, -0.6953)
Br (1.0631, -3.1731, -1.3133)
C (-1.5678, -4.0097, -0.6928)
H (-4.6860, -4.2863, -1.1712)
H (-4.3731, -2.0983, -0.5086)
H (-2.7545, -0.5336, 0.0830)
H (-1.2079, -4.9909, -0.9557)
C (-7.8811, -0.4202, 4.1786)
C (-6.4495, -0.7146, 3.8222)
C (-5.7257, -1.6732, 4.5055)
C (-4.4033, -1.9737, 4.1824)
C (-3.6359, -2.8558, 5.1348)
C (-3.8167, -1.3270, 3.0845)
As (-2.0580, -1.7967, 2.2912)
N (-0.7413, -0.6556, 2.6728)
C (-0.7285, 0.2804, 3.7111)
C (-1.6890, 0.4029, 4.7223)
C (-1.5225, 1.3315, 5.7426)
C (-0.4096, 2.1598, 5.7818)
C (0.5316, 2.0632, 4.7620)
C (0.3665, 1.1451, 3.7439)
C (-1.6793, -3.6785, 2.6312)
C (-2.6973, -4.6422, 2.8150)
C (-4.1246, -4.5123, 2.3510)
C (-2.3552, -5.8737, 3.3628)
C (-1.0555, -6.1945, 3.7041)
C (-0.7216, -7.5090, 4.3566)
C (-0.0569, -5.2893, 3.3905)
C (-0.3304, -4.0474, 2.8315)
C (0.8273, -3.2574, 2.2942)
C (-4.4766, -0.2142, 2.5144)
C (-3.6304, 0.8236, 1.8288)
C (-5.7907, 0.0480, 2.8637)
H (-8.2346, -1.0819, 4.9693)
H (-8.5322, -0.5487, 3.3117)
H (-7.9945, 0.6105, 4.5202)
H (-6.1838, -2.1870, 5.3459)
H (-3.7151, -2.4186, 6.1339)
H (-2.5827, -2.9231, 4.8941)
H (-4.0359, -3.8692, 5.1800)
H (-2.5699, -0.2183, 4.7292)
H (-2.2884, 1.4082, 6.5069)
H (-0.2813, 2.8804, 6.5800)
H (1.3950, 2.7166, 4.7458)
H (1.0803, 1.0950, 2.9288)
H (-4.3758, -3.5350, 1.9701)
H (-4.8311, -4.7724, 3.1419)
H (-4.2663, -5.2143, 1.5263)
H (-3.1442, -6.6050, 3.5146)
H (-1.6033, -8.1455, 4.4341)
H (-0.3279, -7.3530, 5.3635)
H (0.0395, -8.0486, 3.7898)
H (0.9820, -5.5552, 3.5600)
H (1.6842, -3.3110, 2.9698)
H (0.6127, -2.2124, 2.1003)
H (1.1270, -3.7125, 1.3469)
H (-2.6475, 0.3738, 1.8856)
H (-3.5668, 1.7204, 2.4498)
H (-3.9054, 1.1205, 0.8144)
H (-6.2877, 0.9051, 2.4206)
Cl (-3.0614, 3.7889, -0.7862)
C (-2.8059, 2.9046, -2.2804)
C (-2.0806, 1.7254, -2.2198)
C (-1.9874, 1.0581, -3.4327)
Cl (-1.1351, -0.4715, -3.4871)
C (-2.5326, 1.5200, -4.6326)
Cl (-2.3794, 0.6363, -6.1127)
C (-3.2319, 2.7263, -4.6351)
Cl (-3.9303, 3.3329, -6.0961)
C (-3.3767, 3.4293, -3.4402)
Cl (-4.2682, 4.9128, -3.4337)
C (0.5177, 3.8390, 1.3146)
C (-0.7506, 2.9805, 1.4618)
O (-1.5659, 3.4263, 2.2957)
H (0.5716, 4.6162, 2.0903)
H (0.5020, 4.3035, 0.3215)
H (1.4015, 3.1929, 1.3287)

Calculated values
LUMO   3.448 eV
Frontier orbital gap   0.1410 hartree
HOMO level   -0.014 Eh
Net charge   -2

Löwdin atomic charge list, values in e, 5 entries: 1.2361, -0.0572, -0.5532, -0.0476, -0.0540



Which energy relative to the best compared isomer or geometry (same formula, charge and spin) belongs to each record? In order, 2.219; 8.570 eV.
Which DFT total energy belongs to each record? In order, -7979.003492; -9941.992123 Ha.